One molecule with the formula C7H13N3O5 at a distorted geometry, computed with ωB97M-V/def2-TZVPD.

Summary:
**HOMO-LUMO gap**: 9.87 eV
**DFT total energy**: -22177.2908 eV
**HOMO**: -9.52 eV
**SMILES string**: NC(=O)C[C@H](N)C(=O)N[C@@H](CO)C(=O)O
**ΔE to the lowest compared entry with this formula, charge and spin**: 204.1 kJ/mol

```
28
Properties=species:S:1:pos:R:3:forces:R:3
N -1.902786 1.588220 0.407689 -0.030 2.277 1.029
C -1.650658 0.801777 -0.598231 -0.221 -2.910 -1.742
O -0.796709 1.135939 -1.431486 -1.850 -1.134 -0.396
C -2.365885 -0.644969 -0.628651 3.063 2.445 -1.768
C -1.450798 -1.625233 0.169392 -0.066 -0.794 -2.871
N -1.484054 -1.427694 1.549171 1.282 -0.683 2.546
C -0.009179 -1.394510 -0.342580 0.592 0.615 -1.005
O 0.435217 -1.912562 -1.364153 -0.279 -0.138 0.707
N 0.666605 -0.418200 0.326353 -1.626 -2.439 1.274
C 1.736557 0.287113 -0.247004 -1.149 0.607 -4.023
C 1.704468 1.679740 0.225253 0.744 1.901 1.755
O 0.693969 2.586630 -0.175256 -0.112 0.188 3.852
C 3.126129 -0.294307 -0.049731 -1.141 -3.291 -0.071
O 3.950917 0.204392 0.636426 0.821 0.352 -0.153
O 3.284724 -1.620731 -0.525430 1.135 2.304 1.120
H -1.301679 2.394354 0.184106 -0.498 0.299 1.454
H -2.612022 1.546932 1.140903 0.570 -0.142 -0.762
H -2.420658 -0.755324 -1.735940 0.592 -0.924 0.778
H -3.373952 -0.531316 -0.395302 -1.713 -0.188 1.399
H -1.708710 -2.637920 -0.160401 -0.004 -0.054 0.054
H -1.106340 -2.234374 2.088157 -0.023 0.850 -0.800
H -2.375978 -1.314397 1.933054 -1.723 0.426 0.328
H 0.103475 -0.091864 1.105114 0.616 0.443 0.224
H 1.390854 0.292386 -1.367433 1.381 -0.090 1.415
H 2.546554 2.249860 -0.043038 1.957 -0.237 -0.401
H 1.799504 1.615052 1.326253 -0.629 0.454 -0.255
H 0.607322 2.506200 -1.077576 -0.586 -0.337 -3.172
H 2.513111 -1.985201 -0.949657 -1.103 0.201 -0.515
```
Forces are in eV/Å.